# 1
29
Properties=species:S:1:pos:R:3 method="wB97M-V/def2-TZVPD" charge=-1 e_tot_ev=-20785.204 gap_ev=9.51 relative_energy_ev=1.313 e_lumo_ev=2.97
O -9.2444 0.5452 10.1431
H -9.3491 -0.1997 9.4706
O -7.8373 2.2874 11.4964
H -8.3345 1.7556 10.8335
H -6.9235 1.9607 11.6194
O -8.0204 -2.0583 10.1331
H -8.3574 -2.7347 10.7216
H -8.2543 -1.2335 10.5465
O -6.5547 -0.4679 8.1619
H -7.4291 -0.3150 8.4849
H -6.7776 -0.7112 7.2538
O -11.4217 -0.4587 11.6124
H -10.6387 -0.2029 11.1016
H -11.5304 0.3956 12.0883
O -8.8221 -0.2224 13.0281
H -8.8303 0.3743 12.3077
H -9.2446 0.1906 13.8048
O -9.3119 -1.3933 7.8690
H -8.9386 -1.9471 8.5715
H -8.5998 -1.4810 7.2964
O -11.3729 0.4406 8.1557
H -10.6609 -0.1925 7.9188
H -11.0093 1.0287 8.8040
O -11.1127 2.3273 10.2431
H -10.3256 1.7100 10.2244
H -10.7463 3.1970 10.3663
O -8.2394 1.8175 8.1735
H -8.7514 1.2787 8.8720
H -8.5439 1.4668 7.3401

***

# 2
77
Properties=species:S:1:pos:R:3 method="wB97M-V/def2-TZVPD" charge=0 e_tot_ev=-80654.400 gap_ev="6.81 / 6.81" relative_energy_ev=0.000 e_lumo_ev="-1.29 / -1.29"
Ce 0.2793 -1.6741 0.3957
C 4.6823 0.7399 3.7154
C 4.8687 -0.7683 3.7689
N 3.6022 -1.4829 3.6989
C 2.9753 -1.7027 2.5210
S 1.6107 -2.7930 2.5660
N 3.4768 -1.0865 1.4719
N 2.7921 -1.3460 0.3156
C 3.3147 -0.8867 -0.7681
C 4.5935 -0.1124 -0.8211
C 2.5897 -1.1639 -2.0294
C 3.2139 -1.0454 -3.2673
C 2.4890 -1.3250 -4.4117
C 1.1663 -1.7150 -4.2983
C 0.6209 -1.8270 -3.0317
N 1.3142 -1.5608 -1.9299
H 5.6475 1.2424 3.8034
H 4.0496 1.0761 4.5370
H 4.2226 1.0457 2.7763
H 5.3439 -1.0443 4.7119
H 5.5160 -1.1057 2.9568
H 3.3510 -2.1027 4.4486
H 4.7637 0.3858 0.1303
H 4.5652 0.6180 -1.6271
H 5.4422 -0.7804 -0.9919
H 4.2466 -0.7400 -3.3319
H 2.9555 -1.2384 -5.3839
H 0.5623 -1.9389 -5.1653
H -0.4025 -2.1483 -2.8814
C 3.4098 3.6663 -0.4439
C 2.0424 4.0960 -0.9509
C 0.9009 3.2347 -0.3932
C -0.4557 3.7432 -0.9590
C -1.6894 3.0054 -0.4592
C 0.8479 3.4128 1.1115
O 0.9374 4.4832 1.6613
N 0.6618 2.2597 1.8566
C 0.5332 1.0238 1.2909
O 0.2242 0.0352 2.0071
N 0.7204 0.7722 0.0005
C 1.0573 1.7830 -0.8640
O 1.4368 1.5535 -1.9947
H 4.1911 4.3047 -0.8570
H 3.6372 2.6403 -0.7360
H 3.4761 3.7374 0.6436
H 2.0004 4.0246 -2.0380
H 1.8448 5.1323 -0.6738
H -0.3823 3.6627 -2.0456
H -0.5188 4.8053 -0.7121
H -1.6676 1.9449 -0.7164
H -2.5842 3.4324 -0.9129
H -1.8077 3.0930 0.6232
H 0.5501 2.3517 2.8565
I 0.1242 -4.5338 -0.5291
C -8.1197 -2.0169 -0.1762
C -6.6272 -1.8997 -0.0682
C -6.0365 -1.3044 1.0369
C -4.6560 -1.2190 1.1742
C -4.0748 -0.5496 2.3890
C -3.8589 -1.7214 0.1396
C -4.4247 -2.3094 -0.9996
C -3.5831 -2.8780 -2.1072
C -5.8058 -2.4023 -1.0708
C -2.3862 -1.6231 0.2538
O -1.6787 -1.1276 -0.6879
O -1.7656 -2.0206 1.2839
H -8.6193 -1.4081 0.5759
H -8.4381 -3.0513 -0.0343
H -8.4696 -1.7014 -1.1595
H -6.6661 -0.9010 1.8216
H -4.8723 -0.2739 3.0778
H -3.5419 0.3648 2.1147
H -3.3676 -1.1907 2.9089
H -2.9349 -2.1176 -2.5395
H -4.2218 -3.2758 -2.8946
H -2.9415 -3.6837 -1.7441
H -6.2530 -2.8737 -1.9387

***

# 3
63
Properties=species:S:1:pos:R:3 method="wB97M-V/def2-TZVPD" charge=+1 e_tot_ev=-89618.078 spin_multiplicity=5 s_squared=6.068 gap_ev="7.18 / 7.87" relative_energy_ev=1.574 e_lumo_ev="-4.17 / -4.86"
Cr -0.2468 0.4622 -0.4955
C -3.5837 -0.1967 2.1827
C -2.5750 0.2497 1.1843
N -1.5003 -0.4232 0.8908
O -1.4572 -1.6930 1.3940
B -2.4850 -2.1847 -1.0972
F -3.2295 -1.0941 -1.1846
F -3.0228 -3.2749 -0.6361
O -1.1942 -2.1660 -1.4688
N -0.6570 -0.9251 -1.8285
C 0.0207 -0.8699 -2.9456
C 0.3231 -2.0347 -3.8072
C 0.4216 0.4765 -3.2543
N 0.2133 1.2892 -2.2551
O 0.2959 2.5889 -2.4420
B -0.6284 3.3659 -1.5355
F -0.8739 4.5612 -2.0676
F -0.0754 3.4094 -0.2675
O -1.9201 2.5912 -1.3857
N -1.8315 1.5797 -0.5239
C -2.7551 1.4359 0.3807
C -3.9258 2.3358 0.5326
C 0.9429 0.9001 -4.5810
H -3.1909 -1.0270 2.7636
H -4.4890 -0.5340 1.6799
H -3.8457 0.6235 2.8487
H -0.2735 -2.8999 -3.5247
H 1.3798 -2.2871 -3.6753
H 0.1734 -1.8048 -4.8601
H -4.0742 2.8963 -0.3878
H -3.7393 3.0487 1.3362
H -4.8195 1.7671 0.7776
H 0.3402 0.4945 -5.3908
H 1.9664 0.5467 -4.7084
H 0.9424 1.9867 -4.6306
O 0.5759 1.5214 1.1427
C 0.6267 1.4179 2.5522
C 2.0233 1.0995 3.0962
C 2.6960 -0.1362 2.4648
C 1.7639 -1.3047 2.4321
C 1.8461 -2.3218 3.4082
C 0.8355 -3.2908 3.4797
C -0.1618 -3.3005 2.5584
C -0.1410 -2.2956 1.4496
N 0.8168 -1.2669 1.5440
H 1.3629 2.0164 0.8082
H -0.0785 0.6323 2.8406
H 0.2821 2.3643 2.9948
H 1.9202 0.9356 4.1690
H 2.6787 1.9566 2.9412
H 3.5860 -0.3833 3.0417
H 3.0022 0.0930 1.4463
H 2.6415 -2.3069 4.1315
H 0.8313 -3.9980 4.2943
H -0.9827 -3.9959 2.5835
H 0.0024 -2.8216 0.4776
F 3.8369 0.8913 -3.0109
C 3.8145 0.1527 -1.8927
F 3.6525 -1.1221 -2.2822
F 5.0039 0.2441 -1.3092
C 2.6122 0.5945 -0.9894
O 2.5971 1.7228 -0.5279
O 1.7293 -0.2922 -0.8620

***

# 4
59
Properties=species:S:1:pos:R:3 method="wB97M-V/def2-TZVPD" charge=0 e_tot_ev=-82559.859 gap_ev="3.39 / 3.39" relative_energy_ev=0.000 e_lumo_ev="-2.60 / -2.60"
Os -0.7353 0.3975 -0.9382
C -0.2814 -2.9388 -2.1777
C 0.1543 -2.6565 -0.7798
C 0.7450 -3.5338 0.1374
C 0.9242 -2.8001 1.2963
C 1.4790 -3.2183 2.6162
N 0.4701 -1.5589 1.0627
N 0.0012 -1.4651 -0.2031
B 0.2898 -0.3299 1.9771
N 1.0945 0.8403 1.3928
N 0.7994 1.2980 0.1529
C 1.5929 2.3374 -0.0953
C 1.5574 3.1192 -1.3647
C 2.4207 2.5516 1.0155
C 2.0715 1.5878 1.9384
C 2.6133 1.3423 3.3059
N -1.2040 0.0426 1.9877
N -1.8483 0.4618 0.8552
C -3.1056 0.7464 1.2015
C -4.1497 1.2170 0.2570
C -3.2732 0.5064 2.5695
C -2.0528 0.0643 3.0302
C -1.6586 -0.3398 4.4114
H -0.6599 -3.9578 -2.2510
H 0.5503 -2.8439 -2.8794
H -1.0640 -2.2474 -2.4858
H 0.9890 -4.5712 -0.0185
H 1.8224 -4.2493 2.5594
H 0.7255 -3.1513 3.4019
H 2.3208 -2.5914 2.9118
H 0.6716 -0.5720 3.0822
H 0.7752 2.7601 -2.0280
H 2.5162 3.0530 -1.8827
H 1.3707 4.1728 -1.1543
H 3.1704 3.3166 1.1288
H 3.4128 2.0513 3.5116
H 3.0154 0.3334 3.4017
H 1.8423 1.4648 4.0675
H -3.8084 2.0520 -0.3558
H -5.0297 1.5354 0.8126
H -4.4507 0.4276 -0.4300
H -4.1768 0.6413 3.1393
H -2.5336 -0.3127 5.0577
H -0.9050 0.3310 4.8263
H -1.2489 -1.3498 4.4303
S -4.2388 3.1624 -4.0806
Sb -4.8554 0.9468 -4.0749
S -2.5442 0.2441 -2.7043
S -1.8617 2.0378 -2.0658
S -6.3010 1.7151 -2.4650
C 3.4973 -0.4962 -4.1243
C 2.0955 -0.0808 -4.5769
C 1.1838 0.0634 -3.4460
N 0.4891 0.1838 -2.5440
H 4.1377 -0.6310 -4.9941
H 3.4651 -1.4331 -3.5700
H 3.9389 0.2649 -3.4828
H 1.6667 -0.8150 -5.2610
H 2.1170 0.8739 -5.1050

***

# 5
14
Properties=species:S:1:pos:R:3 method="wB97M-V/def2-TZVPD" charge=0 e_tot_ev=-11422.822 gap_ev=9.73 relative_energy_ev=1.590 smiles="O=C1C[C@H]2CO[C@@H]1O2" e_lumo_ev=0.82
C -0.7549 -0.5731 1.1571
C 0.6582 -0.8815 0.8087
C 0.9610 0.3533 -0.1344
C 0.0732 0.0796 -1.4443
C -1.0677 0.9023 0.2895
H 0.9043 -1.7923 0.2799
H 1.2399 -0.8991 1.7107
H 1.9954 0.5430 -0.4060
H 0.2988 0.6823 -2.3912
H 0.0122 -0.9258 -1.8352
H -1.8724 1.5160 0.5924
O -1.4348 -0.9625 2.0388
O -1.2515 0.4889 -1.0419
O 0.2383 1.4691 0.3759

***

# 6
74
Properties=species:S:1:pos:R:3 method="wB97M-V/def2-TZVPD" charge=+1 e_tot_ev=-133468.372 gap_ev=7.62 e_lumo_ev=-2.85
N -0.3352 2.6757 -1.0226
P -0.8599 1.6365 -2.0158
O -2.4350 1.5553 -2.2482
O -0.2042 1.7275 -3.4660
C -0.2764 0.0157 -1.4019
N 0.0657 -0.0163 -0.1177
C 0.5533 -1.2360 0.2341
C 1.0091 -1.4241 1.6376
C -0.0578 -2.0757 2.5006
O -1.2309 -1.9667 2.2645
O 0.4750 -2.7206 3.5336
C 0.5116 -1.9920 -0.9058
C 1.0499 -3.3890 -1.0327
F 1.4268 -3.6328 -2.3077
F 2.1752 -3.4164 -0.2618
C 0.1339 -4.5569 -0.5091
F -0.4308 -5.2025 -1.5459
F -0.8410 -4.0283 0.2541
C 0.8831 -5.6320 0.3346
F 1.9744 -6.0536 -0.3109
F 1.2124 -5.1537 1.5377
F 0.0619 -6.6718 0.5074
N -0.0413 -1.2131 -1.9278
P -0.3749 -1.5989 -3.6922
O -1.6773 -0.6566 -3.8409
Cl -1.3100 -3.3808 -3.4908
H -1.0233 3.2866 -0.5949
H -2.8563 2.2909 -1.7452
H -0.8817 1.7911 -4.1548
H -0.0073 0.8113 0.4811
H 1.1067 -0.3947 2.0007
H 1.9831 -1.9010 1.7323
H -0.2441 -3.0380 4.1359
H -2.3785 -0.8444 -3.1963
C -1.2235 -5.7212 7.3405
S -0.3699 -5.2067 5.8543
O -1.1356 -4.0296 5.3293
C -0.8417 -6.6068 4.8395
H -1.0861 -4.9417 8.0864
H -2.2836 -5.8470 7.1235
H -0.7863 -6.6532 7.6970
H -1.9283 -6.6732 4.7973
H -0.4134 -7.5156 5.2611
H -0.4399 -6.4407 3.8419
C 0.5204 3.1407 4.7055
S 1.0854 2.8069 3.0410
O 0.7828 1.3569 2.7907
C 2.8402 2.9023 3.3836
H -0.5654 3.0758 4.7051
H 0.9380 2.3994 5.3859
H 0.8290 4.1462 4.9895
H 3.0983 2.1802 4.1577
H 3.0859 3.9149 3.7014
H 3.3712 2.6704 2.4629
C -3.3428 6.8308 -1.6202
S -4.0807 5.2012 -1.6109
O -2.9874 4.2615 -1.1937
C -4.2461 5.0321 -3.3877
H -3.1197 7.0976 -0.5897
H -2.4256 6.8111 -2.2079
H -4.0568 7.5402 -2.0369
H -3.2676 5.1436 -3.8549
H -4.9369 5.7896 -3.7558
H -4.6505 4.0425 -3.5915
C 4.0697 2.6825 -6.8709
S 3.0400 3.8762 -6.0085
O 3.9321 4.9688 -5.5525
C 2.7087 2.8456 -4.5731
H 4.4220 3.1550 -7.7851
H 4.9181 2.4158 -6.2411
H 3.4775 1.8012 -7.1179
H 3.6510 2.5647 -4.1021
H 2.1536 1.9596 -4.8813
H 2.1076 3.4278 -3.8779

***

Please write out number 4 again, unchanged.
59
Properties=species:S:1:pos:R:3 method="wB97M-V/def2-TZVPD" charge=0 e_tot_ev=-82559.859 gap_ev="3.39 / 3.39" relative_energy_ev=0.000 e_lumo_ev="-2.60 / -2.60"
Os -0.7353 0.3975 -0.9382
C -0.2814 -2.9388 -2.1777
C 0.1543 -2.6565 -0.7798
C 0.7450 -3.5338 0.1374
C 0.9242 -2.8001 1.2963
C 1.4790 -3.2183 2.6162
N 0.4701 -1.5589 1.0627
N 0.0012 -1.4651 -0.2031
B 0.2898 -0.3299 1.9771
N 1.0945 0.8403 1.3928
N 0.7994 1.2980 0.1529
C 1.5929 2.3374 -0.0953
C 1.5574 3.1192 -1.3647
C 2.4207 2.5516 1.0155
C 2.0715 1.5878 1.9384
C 2.6133 1.3423 3.3059
N -1.2040 0.0426 1.9877
N -1.8483 0.4618 0.8552
C -3.1056 0.7464 1.2015
C -4.1497 1.2170 0.2570
C -3.2732 0.5064 2.5695
C -2.0528 0.0643 3.0302
C -1.6586 -0.3398 4.4114
H -0.6599 -3.9578 -2.2510
H 0.5503 -2.8439 -2.8794
H -1.0640 -2.2474 -2.4858
H 0.9890 -4.5712 -0.0185
H 1.8224 -4.2493 2.5594
H 0.7255 -3.1513 3.4019
H 2.3208 -2.5914 2.9118
H 0.6716 -0.5720 3.0822
H 0.7752 2.7601 -2.0280
H 2.5162 3.0530 -1.8827
H 1.3707 4.1728 -1.1543
H 3.1704 3.3166 1.1288
H 3.4128 2.0513 3.5116
H 3.0154 0.3334 3.4017
H 1.8423 1.4648 4.0675
H -3.8084 2.0520 -0.3558
H -5.0297 1.5354 0.8126
H -4.4507 0.4276 -0.4300
H -4.1768 0.6413 3.1393
H -2.5336 -0.3127 5.0577
H -0.9050 0.3310 4.8263
H -1.2489 -1.3498 4.4303
S -4.2388 3.1624 -4.0806
Sb -4.8554 0.9468 -4.0749
S -2.5442 0.2441 -2.7043
S -1.8617 2.0378 -2.0658
S -6.3010 1.7151 -2.4650
C 3.4973 -0.4962 -4.1243
C 2.0955 -0.0808 -4.5769
C 1.1838 0.0634 -3.4460
N 0.4891 0.1838 -2.5440
H 4.1377 -0.6310 -4.9941
H 3.4651 -1.4331 -3.5700
H 3.9389 0.2649 -3.4828
H 1.6667 -0.8150 -5.2610
H 2.1170 0.8739 -5.1050

***

Please write out number 1 again, unchanged.
29
Properties=species:S:1:pos:R:3 method="wB97M-V/def2-TZVPD" charge=-1 e_tot_ev=-20785.204 gap_ev=9.51 relative_energy_ev=1.313 e_lumo_ev=2.97
O -9.2444 0.5452 10.1431
H -9.3491 -0.1997 9.4706
O -7.8373 2.2874 11.4964
H -8.3345 1.7556 10.8335
H -6.9235 1.9607 11.6194
O -8.0204 -2.0583 10.1331
H -8.3574 -2.7347 10.7216
H -8.2543 -1.2335 10.5465
O -6.5547 -0.4679 8.1619
H -7.4291 -0.3150 8.4849
H -6.7776 -0.7112 7.2538
O -11.4217 -0.4587 11.6124
H -10.6387 -0.2029 11.1016
H -11.5304 0.3956 12.0883
O -8.8221 -0.2224 13.0281
H -8.8303 0.3743 12.3077
H -9.2446 0.1906 13.8048
O -9.3119 -1.3933 7.8690
H -8.9386 -1.9471 8.5715
H -8.5998 -1.4810 7.2964
O -11.3729 0.4406 8.1557
H -10.6609 -0.1925 7.9188
H -11.0093 1.0287 8.8040
O -11.1127 2.3273 10.2431
H -10.3256 1.7100 10.2244
H -10.7463 3.1970 10.3663
O -8.2394 1.8175 8.1735
H -8.7514 1.2787 8.8720
H -8.5439 1.4668 7.3401